# 1
Computed, not measured: a structure of composition C35H103BCsN5O15, with wB97M-V/def2-TZVPD.

```
160
Properties=species:S:1:pos:R:3:forces:R:3
Cs -4.233 -2.357 0.367 0.286 0.168 -0.005
B -0.078 -1.502 0.005 -0.479 -0.395 -0.102
H 0.442 -2.400 -0.292 1.695 -3.190 -1.095
H 0.028 -1.421 1.075 -0.023 -0.078 3.691
H 0.334 -0.604 -0.427 1.104 3.007 -1.984
H -1.128 -1.565 -0.237 -4.068 -0.524 -0.924
C 1.003 4.348 0.474 -0.851 0.608 -1.329
C 1.503 5.803 0.203 -0.373 0.105 1.200
C 1.655 6.033 -1.324 -0.859 0.806 0.016
C 1.679 7.532 -1.798 0.651 -1.064 0.842
C 0.538 8.375 -1.258 0.378 -1.178 1.474
C 0.496 8.216 0.314 0.485 0.921 2.112
N 0.465 6.794 0.718 -0.009 -1.974 -1.893
O 0.151 6.539 2.087 0.955 0.731 -0.269
C 1.740 8.929 0.996 -0.636 0.024 -0.403
C -0.839 8.774 0.901 -0.846 0.216 -0.956
C 2.875 5.856 0.898 0.574 1.467 -0.388
H 0.190 4.179 -0.232 -0.150 -0.152 -0.300
H 0.532 4.109 1.427 0.755 0.399 0.332
H 1.805 3.658 0.211 -0.086 -0.099 0.254
H 2.580 5.552 -1.644 -0.122 -0.181 -0.114
H 0.793 5.570 -1.803 0.029 -0.291 -0.155
H 1.691 7.596 -2.886 0.166 -0.193 -0.017
H 2.635 7.887 -1.414 0.065 0.502 -0.288
H -0.387 7.989 -1.684 -0.252 0.219 0.076
H 0.705 9.413 -1.547 -0.277 0.090 0.238
H 2.686 8.710 0.501 -0.129 -0.018 -0.134
H 1.610 10.011 1.011 -0.037 0.104 -0.149
H 1.866 8.623 2.034 -0.306 -0.178 -0.002
H -1.081 8.817 1.963 1.054 -0.372 0.231
H -1.139 9.768 0.570 0.587 0.240 -0.418
H -1.624 8.139 0.492 -0.141 -0.206 -0.150
H 3.425 4.920 0.801 -0.286 -0.102 0.440
H 2.829 6.274 1.903 -0.187 -0.705 0.263
H 3.528 6.574 0.401 0.049 0.242 -0.301
H -0.781 6.310 2.095 -0.099 -0.022 -0.238
C -1.276 -6.236 2.749 2.041 -3.787 2.674
O -1.507 -7.389 2.952 -1.698 -3.656 -0.128
N -1.904 -5.457 1.974 -3.228 3.516 -3.705
N -0.267 -5.678 3.357 2.804 2.603 1.444
H -2.646 -5.863 1.423 0.026 0.479 0.303
H -1.809 -4.488 2.243 -0.604 0.378 -0.719
H 0.100 -4.916 2.805 0.743 0.291 0.562
H 0.405 -6.229 3.872 -0.504 -0.116 -0.266
C 2.245 0.689 1.930 2.356 2.736 -0.144
O 3.091 1.326 2.556 0.103 -0.466 -0.107
N 1.222 0.100 2.412 -4.394 -2.694 4.555
N 2.138 0.612 0.617 2.151 1.108 -3.267
H 0.581 -0.405 1.817 0.285 0.272 0.355
H 1.056 0.058 3.408 0.254 0.102 -0.159
H 2.767 1.237 0.133 -0.208 -0.201 -0.426
H 1.322 0.237 0.154 0.572 0.319 0.104
C -7.606 -0.191 3.684 -0.008 -0.361 -0.641
C -6.997 -0.024 2.299 -1.252 -0.563 0.450
O -5.634 0.243 2.386 0.190 0.153 0.201
H -6.998 -0.888 4.260 -0.011 0.307 0.310
H -8.594 -0.636 3.566 -0.091 -0.002 0.070
H -7.744 0.790 4.138 0.313 -0.203 0.318
H -7.630 0.716 1.810 0.446 0.711 -0.346
H -7.158 -0.912 1.686 -0.101 -0.556 0.020
H -5.347 0.450 1.494 0.630 0.366 -0.321
C -1.612 1.989 0.770 -0.465 1.676 -0.028
C -1.732 1.968 -0.747 -0.050 -0.651 1.115
O -2.076 0.601 -1.044 0.011 0.739 -1.344
H -0.741 1.494 1.199 0.170 0.146 -0.359
H -2.494 1.607 1.283 -0.139 -0.184 -0.267
H -1.604 3.060 0.973 0.434 0.070 0.759
H -0.799 2.302 -1.200 0.109 -0.327 -0.212
H -2.500 2.639 -1.132 -0.252 -0.111 0.120
H -1.256 0.176 -0.784 0.150 -1.187 0.105
C 5.620 1.692 0.087 0.798 -0.542 -0.500
C 5.423 2.016 -1.412 1.423 -0.938 2.166
O 4.238 2.722 -1.460 -0.662 1.020 -0.984
H 4.787 1.122 0.499 0.084 0.101 0.009
H 5.755 2.603 0.671 -0.323 0.139 -0.148
H 6.538 1.127 0.250 0.105 -0.274 -0.004
H 5.356 1.129 -2.042 0.005 -0.355 0.120
H 6.337 2.513 -1.738 -0.279 0.751 -0.334
H 3.680 2.057 -1.869 -1.047 0.123 -0.176
C 1.458 -6.369 -0.177 -0.046 0.431 0.718
C 2.955 -6.384 -0.222 0.698 -0.265 0.438
O 3.325 -6.644 -1.550 0.324 -0.011 -1.183
H 1.115 -5.828 0.705 -0.074 -0.117 0.118
H 1.098 -7.396 -0.121 -0.350 0.169 -0.393
H 1.115 -5.796 -1.038 -0.270 -0.331 -0.119
H 3.362 -7.196 0.380 -0.118 -0.155 0.403
H 3.440 -5.481 0.149 -0.280 0.362 -0.116
H 4.150 -6.200 -1.760 0.089 0.063 0.122
C -5.388 3.071 0.733 -0.834 0.425 -0.375
C -5.471 2.085 -0.434 0.493 1.097 0.837
O -4.698 0.942 -0.130 -0.437 -0.964 -0.246
H -6.131 2.717 1.447 0.410 0.303 0.527
H -5.711 4.051 0.382 -0.229 0.090 0.004
H -4.410 3.246 1.182 0.037 -0.520 -0.072
H -5.111 2.571 -1.341 -0.200 -0.284 -0.272
H -6.520 1.797 -0.496 0.108 -0.150 -0.538
H -3.814 1.040 -0.492 0.435 -0.274 -0.024
C -2.385 -5.491 -2.955 0.589 0.799 -1.671
C -3.898 -5.472 -3.155 1.953 -0.937 -0.131
O -4.433 -5.122 -1.913 -1.486 0.500 0.813
H -1.999 -6.052 -2.104 -0.397 -0.281 -0.090
H -1.953 -4.492 -2.892 -0.272 0.296 0.378
H -1.938 -5.837 -3.887 0.258 -0.539 0.069
H -4.166 -6.482 -3.465 -0.479 -0.152 0.158
H -4.227 -4.835 -3.976 0.014 0.448 0.417
H -4.343 -5.915 -1.379 -0.115 0.025 0.241
C -2.312 -2.674 5.168 -0.749 0.231 0.598
C -1.409 -2.080 4.143 1.304 -0.615 0.292
O -1.859 -2.392 2.835 -1.083 0.090 -0.312
H -2.661 -3.670 4.894 0.047 0.030 -0.031
H -3.154 -2.005 5.350 -0.340 -0.210 -0.164
H -1.810 -2.737 6.133 0.194 -0.122 -0.071
H -0.433 -2.552 4.261 0.295 0.012 -0.042
H -1.263 -1.022 4.361 -0.239 0.282 -0.487
H -1.355 -1.926 2.165 0.479 0.196 -0.142
C -4.597 -0.947 -3.800 0.448 -0.822 0.397
C -3.203 -1.634 -3.738 -0.834 0.675 -1.106
O -2.137 -0.711 -3.755 -0.021 -0.431 -0.350
H -4.720 -0.270 -2.955 -0.269 -0.007 0.056
H -5.330 -1.754 -3.798 -0.305 -0.019 0.485
H -4.835 -0.423 -4.726 0.670 0.196 -0.022
H -3.172 -2.245 -4.640 0.522 0.030 -0.175
H -3.092 -2.358 -2.932 -0.254 0.092 0.487
H -2.104 -0.294 -2.891 0.075 0.346 0.366
C 0.978 1.111 -4.125 -1.102 -1.023 -0.096
C 2.447 1.053 -3.892 -0.645 1.662 -0.157
O 2.643 0.768 -2.529 0.709 -0.363 0.189
H 0.604 0.108 -3.918 -0.376 -0.166 -0.227
H 0.698 1.375 -5.144 -0.008 0.126 0.043
H 0.472 1.735 -3.388 0.169 0.371 -0.169
H 2.788 2.080 -4.022 0.751 -0.154 -0.358
H 2.904 0.348 -4.587 0.413 0.057 0.181
H 2.680 -0.190 -2.471 -0.096 -0.666 0.602
C 6.371 -2.318 0.152 -0.013 -0.138 0.434
C 4.908 -2.268 -0.225 0.045 -0.999 -0.882
O 4.619 -3.322 -1.195 0.705 0.477 0.492
H 6.692 -3.288 0.532 -0.146 -0.232 -0.289
H 6.564 -1.642 0.985 -0.025 0.332 -0.134
H 6.982 -2.034 -0.705 0.075 -0.063 0.085
H 4.740 -1.297 -0.691 -0.413 0.102 0.147
H 4.234 -2.442 0.614 0.088 0.402 0.218
H 3.839 -3.037 -1.677 -0.351 0.148 0.044
C 2.249 -4.209 4.205 0.508 0.985 -0.078
C 2.295 -3.388 2.898 0.905 -0.039 0.859
O 1.173 -3.662 2.117 -0.943 0.000 -0.523
H 1.300 -3.961 4.681 -0.184 -0.597 -0.055
H 2.980 -3.868 4.937 0.340 0.225 -0.259
H 2.449 -5.275 4.099 -0.430 0.018 -0.244
H 3.165 -3.546 2.260 0.425 -0.296 0.382
H 2.277 -2.321 3.122 0.237 0.083 0.365
H 0.909 -2.817 1.746 -0.304 -0.085 -0.572
C 2.401 -3.643 -3.826 -0.404 0.633 0.181
C 1.394 -2.883 -2.926 1.390 -1.226 -1.148
O 2.095 -2.049 -2.011 0.335 -0.326 -0.808
H 3.117 -4.233 -3.254 0.110 0.301 0.158
H 2.888 -2.917 -4.476 0.308 -0.283 -0.120
H 1.871 -4.391 -4.416 -0.155 0.224 -0.232
H 0.884 -3.722 -2.453 -0.659 0.573 0.597
H 0.764 -2.267 -3.567 -0.449 -0.185 0.141
H 1.429 -1.832 -1.354 -0.075 0.283 0.715
```
Positions in Å, forces in eV/Å.

=====

# 2
117
Properties=species:S:1:pos:R:3:forces:R:3 method="wB97M-V/def2-TZVPD" e_above_lowest_kcal_mol=98.79 smiles=CC(C)O.CC(C)O.CC(C)O.CCO.CCO.CCO.CCO.CCO.CCO.CCO.CCO.CCO
C 3.921 -6.421 -4.713 -0.319 -0.071 0.042
C 3.392 -5.180 -5.420 -0.757 0.483 1.247
C 2.406 -4.480 -4.476 0.346 -0.708 -0.273
O 4.445 -4.263 -5.629 0.491 -0.235 -0.470
H 3.098 -7.042 -4.359 -0.067 -0.235 -0.337
H 4.445 -6.143 -3.799 0.288 0.170 -0.175
H 4.569 -6.991 -5.378 0.073 -0.175 0.147
H 2.981 -5.442 -6.395 -0.442 -0.070 -0.011
H 2.951 -4.399 -3.536 -0.196 0.204 0.170
H 1.564 -5.156 -4.323 -0.232 0.291 0.082
H 2.089 -3.485 -4.787 -0.018 -0.179 -0.205
H 5.034 -4.830 -6.132 0.841 0.588 -0.205
C -2.659 5.054 0.734 -0.686 0.195 -0.519
C -2.985 6.531 1.115 -0.055 -1.181 0.403
C -3.983 6.665 2.280 0.421 0.236 -0.016
O -1.796 7.165 1.504 0.704 0.487 0.498
H -3.564 4.448 0.707 -0.089 -0.054 0.232
H -1.914 4.557 1.356 -0.195 0.344 0.508
H -2.265 4.948 -0.277 0.109 0.425 -0.203
H -3.347 7.099 0.257 -0.501 -0.362 -0.282
H -4.259 7.712 2.409 -0.218 0.031 -0.257
H -3.531 6.417 3.241 0.294 -0.365 -0.127
H -4.874 6.047 2.169 0.020 0.108 -0.227
H -1.144 6.973 0.826 0.227 0.128 -0.023
C 5.571 1.124 3.758 -0.396 -0.129 -0.225
C 6.623 0.142 3.181 -0.977 1.134 -1.587
C 7.107 0.591 1.780 -0.934 0.554 0.067
O 7.690 0.008 4.037 1.021 -0.731 1.223
H 5.987 2.082 4.069 0.343 -0.030 -0.151
H 5.019 0.748 4.620 0.407 -0.386 0.184
H 4.771 1.342 3.051 0.126 0.007 -0.391
H 6.136 -0.816 3.001 0.155 -0.313 0.547
H 7.287 1.666 1.779 0.364 0.143 0.105
H 6.286 0.478 1.071 -0.045 -0.170 -0.103
H 7.971 0.071 1.367 -0.006 -0.176 0.386
H 8.367 0.658 3.835 -0.065 0.094 -0.060
C 0.498 0.118 -0.719 0.149 0.934 -0.362
C -0.693 -0.485 -1.477 1.678 1.029 0.153
O -0.898 -1.698 -0.857 -0.920 -1.587 0.701
H 1.369 -0.537 -0.682 -0.213 -0.261 -0.161
H 0.278 0.421 0.304 -0.401 -0.339 0.071
H 0.836 1.045 -1.182 -0.017 0.061 -0.281
H -0.427 -0.670 -2.517 0.104 0.313 -0.259
H -1.547 0.192 -1.449 -0.231 -0.002 0.108
H -1.511 -2.215 -1.384 -0.141 -0.217 0.111
C -4.260 -6.738 -0.664 -0.172 1.375 -0.754
C -4.213 -6.344 -2.151 0.101 -0.996 0.323
O -3.701 -5.034 -2.313 0.168 0.265 0.505
H -4.470 -7.798 -0.522 0.072 0.129 -0.068
H -5.011 -6.118 -0.175 -0.004 -0.177 0.293
H -3.279 -6.454 -0.282 -0.026 -0.297 0.340
H -5.183 -6.424 -2.642 -0.136 -0.134 0.066
H -3.537 -7.093 -2.565 0.104 0.089 -0.667
H -3.765 -4.753 -3.229 -0.083 -0.215 -0.043
C -6.955 2.694 -5.223 -0.734 -0.520 -0.559
C -6.365 2.635 -3.861 -0.331 -0.433 0.497
O -5.583 3.747 -3.639 1.287 1.764 0.481
H -6.197 2.854 -5.990 -0.028 0.028 0.063
H -7.696 3.492 -5.244 0.077 0.144 -0.257
H -7.490 1.767 -5.430 -0.037 -0.088 -0.204
H -5.718 1.773 -3.697 -0.251 -0.238 -0.020
H -7.149 2.705 -3.107 -0.304 -0.952 0.067
H -6.173 4.419 -3.291 0.326 0.292 -0.057
C 3.949 6.090 -2.402 0.121 0.293 0.341
C 2.527 5.707 -1.897 1.670 0.809 -1.038
O 1.816 6.919 -1.669 -0.412 -0.448 0.717
H 4.497 6.675 -1.664 -0.220 -0.102 0.434
H 3.912 6.787 -3.239 -0.339 -0.227 -0.352
H 4.627 5.280 -2.671 -0.356 -0.326 -0.073
H 2.628 5.140 -0.971 -0.371 0.261 0.075
H 2.050 5.084 -2.654 -0.264 -0.086 0.068
H 1.665 7.390 -2.491 0.139 -0.189 -0.155
C -0.919 -2.564 5.408 -0.608 -1.304 0.176
C -1.843 -3.048 4.279 0.275 0.548 -0.959
O -2.156 -1.928 3.448 -0.685 0.794 -0.022
H -0.010 -2.146 4.976 -0.173 0.273 0.244
H -0.649 -3.374 6.086 0.312 -0.463 -0.303
H -1.443 -1.927 6.120 0.018 0.678 -0.588
H -2.798 -3.492 4.560 0.075 0.175 0.625
H -1.428 -3.760 3.566 0.657 -0.505 0.642
H -1.646 -1.930 2.635 0.084 -0.173 0.110
C -0.952 2.601 6.067 0.275 -0.372 1.147
C -0.459 3.101 7.446 -0.831 0.318 -1.126
O 0.591 4.001 7.236 1.120 0.471 0.133
H -1.427 3.395 5.491 -0.054 0.030 0.088
H -1.653 1.783 6.234 -0.104 -0.036 -0.350
H -0.074 2.247 5.526 -0.130 -0.143 -0.107
H -0.104 2.296 8.090 -0.020 0.046 -0.107
H -1.243 3.676 7.938 -0.427 -0.481 0.353
H 0.235 4.701 6.684 0.169 0.162 -0.047
C 2.893 -5.383 3.020 -0.001 0.541 0.764
C 2.661 -4.392 1.901 -0.332 -0.486 -0.212
O 1.689 -4.966 1.036 -0.708 -0.046 -0.276
H 1.991 -5.430 3.629 -0.406 -0.454 -0.418
H 3.579 -5.030 3.790 0.657 0.069 -0.416
H 3.187 -6.368 2.658 -0.067 0.108 0.042
H 3.508 -4.198 1.243 0.539 0.278 0.610
H 2.206 -3.476 2.278 0.578 0.295 0.288
H 1.220 -4.205 0.688 -0.297 -0.260 -0.408
C -6.627 0.059 1.186 0.364 -0.437 -0.645
C -7.087 -0.964 2.231 -0.096 0.555 -0.748
O -6.354 -0.795 3.408 0.054 -0.011 0.814
H -6.449 1.073 1.545 -0.518 -0.080 0.409
H -7.264 0.092 0.302 -0.259 0.043 0.089
H -5.654 -0.239 0.796 0.210 -0.207 0.006
H -6.957 -1.985 1.871 0.019 -0.107 -0.360
H -8.151 -0.867 2.444 0.064 0.233 0.285
H -5.435 -0.964 3.187 0.233 -0.003 0.160
C 3.887 0.829 -5.383 -0.417 1.132 -0.065
C 5.388 0.949 -5.445 -0.379 1.066 -0.444
O 5.878 -0.138 -4.791 1.909 -1.710 1.305
H 3.500 0.516 -4.413 0.575 -0.547 0.106
H 3.652 0.101 -6.159 -0.794 0.230 0.049
H 3.391 1.797 -5.450 -0.171 0.010 -1.004
H 5.842 1.850 -5.032 -0.358 0.014 0.677
H 5.769 0.998 -6.465 -0.330 -0.176 -0.541
H 5.493 -0.945 -5.138 -0.055 -0.071 -0.070

=====

Number 1: energy -77347.34645 eV, HOMO-LUMO gap 7.2 eV, HOMO energy -7.958 eV. Number 2: energy -53828.74310 eV, HOMO-LUMO gap 10.0 eV, HOMO energy -9.929 eV.